{"formula": "C2H4N2O2", "method": "the ωB97M-V functional and the def2-TZVPD basis", "elements": ["N", "C", "O", "O", "C", "N", "H", "H", "H", "H"], "coordinates": [[0.072, -1.410, -0.404], [1.237, -0.550, 0.975], [2.330, -0.883, 1.069], [0.740, 1.407, 0.833], [-0.373, 1.323, 0.271], [-0.485, 0.622, -0.854], [0.133, -1.222, -1.401], [-0.915, -1.526, -0.174], [-1.265, 1.738, 0.773], [-1.475, 0.500, -1.088]], "forces_ev_per_angstrom": [[-0.1, -0.1, 0.0], [1.1, -0.2, 0.1], [-1.2, 0.3, -0.1], [0.1, -0.1, 0.1], [-0.2, -0.3, -0.4], [-0.2, 0.4, 0.4], [0.0, -0.1, 0.1], [0.1, 0.0, 0.0], [0.1, 0.0, -0.1], [0.1, 0.1, 0.0]], "homo_lumo_gap_ev": [7.76, 7.30], "total_energy_ha": -338.40762, "multiplicity": 1, "de_lowest_kj_mol": 644.76, "homo_ev": [-9.30, -9.19]}

=====

{"formula": "C22H14BF6N4O6S", "method": "the ωB97M-V functional and the def2-TZVPD basis", "elements": ["N", "C", "C", "C", "C", "N", "O", "O", "N", "C", "C", "N", "O", "O", "C", "H", "H", "C", "C", "C", "C", "C", "B", "C", "C", "C", "C", "F", "F", "F", "C", "C", "C", "F", "F", "F", "C", "O", "C", "C", "O", "S", "H", "H", "H", "H", "H", "H", "H", "H", "H", "H", "H", "H"], "coordinates": [[-1.708, -2.041, 2.608], [-1.040, -1.174, 2.159], [-0.210, -0.163, 1.681], [0.518, -0.512, 0.327], [2.191, 0.019, 0.741], [2.514, -0.867, 1.961], [3.200, -1.914, 1.748], [3.185, 0.086, 2.929], [2.856, 1.386, 2.655], [2.084, 1.282, 1.504], [0.836, 2.001, 1.554], [0.653, 3.388, 1.342], [1.649, 4.139, 1.142], [-0.541, 3.808, 1.322], [-0.283, 1.179, 1.919], [0.856, -1.641, 0.353], [-1.160, 1.622, 2.369], [1.547, -2.570, -3.221], [0.611, -1.690, -2.526], [0.645, -0.283, -2.619], [-0.223, 0.366, -1.725], [-0.767, -0.525, -0.700], [4.095, 0.081, 0.300], [-2.260, -0.268, -0.305], [-3.219, -1.259, -0.285], [-4.540, -0.979, 0.090], [-5.561, -2.068, 0.245], [-6.125, -2.044, 1.498], [-6.598, -1.945, -0.648], [-5.031, -3.313, 0.070], [-4.945, 0.324, 0.374], [-3.997, 1.331, 0.229], [-4.375, 2.742, 0.543], [-4.018, 3.061, 1.829], [-3.743, 3.636, -0.274], [-5.711, 2.983, 0.439], [-2.673, 1.029, -0.111], [4.256, -0.758, -0.760], [5.622, -0.548, -1.149], [6.218, 0.451, -0.142], [5.134, 0.785, 0.796], [-0.612, -2.226, -1.497], [1.568, -2.340, -4.288], [2.563, -2.429, -2.821], [1.256, -3.633, -3.077], [1.287, 0.213, -3.333], [-0.390, 1.409, -1.662], [-2.997, -2.301, -0.555], [-5.948, 0.545, 0.706], [-1.994, 1.890, -0.254], [6.116, -1.509, -1.122], [5.638, -0.182, -2.166], [7.033, 0.042, 0.430], [6.539, 1.384, -0.625]], "forces_ev_per_angstrom": [[1.5, 1.9, -1.3], [-2.0, -2.0, 1.9], [0.8, -0.1, -2.4], [2.4, -3.7, 5.1], [1.9, 1.3, 2.3], [-2.0, -0.8, -1.5], [0.6, 0.1, 0.0], [1.9, 0.8, -0.4], [-3.2, -2.0, -3.0], [1.8, 1.4, 3.1], [-1.8, 1.3, -1.0], [0.1, 0.0, 0.0], [-1.5, -1.2, 0.3], [1.3, -0.1, 0.0], [0.6, 0.9, -0.1], [-0.9, 2.1, 0.1], [0.1, 0.2, 0.3], [0.2, -1.3, -0.1], [-0.2, 1.9, 0.0], [-0.9, 0.0, 0.7], [1.2, -1.2, -1.3], [-0.1, -0.6, -2.2], [-4.4, -1.2, -0.6], [1.5, 0.1, -0.4], [-0.8, -1.2, 0.2], [0.3, 0.3, 0.0], [-0.4, -0.8, 0.3], [0.4, 0.0, -1.2], [0.8, -0.1, 0.7], [-0.5, 1.0, 0.1], [0.7, -0.2, -0.1], [-0.1, -0.5, 0.0], [0.4, 1.2, 0.5], [-0.4, -0.2, -1.1], [-0.5, -0.6, 0.6], [0.7, -0.2, 0.0], [-0.2, 1.6, 0.1], [1.0, 0.8, -0.2], [0.0, -0.4, 0.1], [-0.4, 0.6, 0.1], [0.1, -0.4, -1.0], [-0.2, 0.3, 0.7], [0.0, -0.1, 0.0], [-0.2, -0.1, 0.0], [0.3, 0.6, -0.2], [0.0, 0.1, 0.1], [0.0, 0.9, 0.0], [0.1, 0.6, 0.4], [-0.1, 0.0, -0.1], [-0.3, -0.6, 0.4], [0.3, -0.3, 0.0], [0.1, 0.2, -0.3], [0.3, -0.2, 0.2], [-0.1, -0.2, 0.2]], "homo_lumo_gap_ev": 3.14, "total_energy_ha": -2539.05027, "total_charge": -1, "multiplicity": 1, "de_lowest_kj_mol": 710.73, "homo_ev": -2.92}

=====

{"formula": "C35H45BFInN10O3P", "method": "the ωB97M-V functional and the def2-TZVPD basis", "elements": ["In", "C", "C", "C", "C", "C", "N", "N", "B", "N", "N", "C", "C", "C", "C", "C", "N", "N", "C", "C", "C", "C", "C", "H", "H", "H", "H", "H", "H", "H", "H", "H", "H", "H", "H", "H", "H", "H", "H", "H", "H", "H", "H", "H", "H", "C", "C", "C", "C", "C", "C", "C", "F", "C", "C", "C", "O", "C", "C", "N", "C", "C", "O", "O", "H", "H", "H", "H", "H", "H", "H", "H", "H", "H", "H", "C", "N", "C", "N", "C", "N", "C", "P", "C", "C", "H", "H", "H", "H", "H", "H", "H", "H", "H", "H", "H", "H"], "coordinates": [[0.039, 0.052, 0.012], [-1.573, 3.043, -1.503], [-0.541, 3.271, -0.449], [-0.078, 4.475, 0.079], [0.873, 4.131, 1.024], [1.690, 5.019, 1.903], [0.964, 2.791, 1.049], [0.091, 2.260, 0.142], [1.865, 1.884, 1.927], [0.976, 0.961, 2.798], [0.047, 0.137, 2.228], [-0.647, -0.430, 3.219], [-1.795, -1.348, 2.964], [-0.147, 0.014, 4.442], [0.873, 0.895, 4.136], [1.738, 1.689, 5.057], [2.786, 1.034, 1.013], [2.275, 0.224, 0.037], [3.308, -0.266, -0.649], [3.138, -1.170, -1.825], [4.499, 0.210, -0.104], [4.128, 1.033, 0.943], [4.993, 1.825, 1.866], [-2.048, 3.985, -1.767], [-1.124, 2.627, -2.408], [-2.345, 2.355, -1.154], [-0.396, 5.469, -0.188], [1.432, 6.057, 1.706], [1.507, 4.817, 2.958], [2.757, 4.891, 1.720], [2.539, 2.565, 2.638], [-2.159, -1.248, 1.944], [-1.523, -2.387, 3.165], [-2.621, -1.099, 3.630], [-0.499, -0.251, 5.425], [1.488, 1.444, 6.086], [2.795, 1.474, 4.900], [1.594, 2.760, 4.915], [2.099, -1.211, -2.149], [3.740, -0.810, -2.659], [3.486, -2.177, -1.590], [5.501, -0.003, -0.438], [6.037, 1.605, 1.656], [4.837, 2.897, 1.737], [4.795, 1.585, 2.909], [-5.281, -1.446, -5.272], [-4.174, -0.564, -5.826], [-3.656, -1.092, -7.150], [-2.575, -0.184, -7.706], [-1.467, -0.020, -6.702], [-0.180, 0.252, -7.099], [0.832, 0.403, -6.153], [2.070, 0.673, -6.592], [0.600, 0.282, -4.818], [-0.704, -0.005, -4.386], [-0.958, -0.129, -2.957], [0.038, -0.022, -2.176], [-2.295, -0.370, -2.570], [-3.245, -0.516, -3.559], [-3.025, -0.435, -4.867], [-1.733, -0.154, -5.323], [-2.843, -0.486, -1.159], [-4.024, -0.744, -1.021], [-2.044, -0.222, -0.177], [-6.000, -1.626, -6.070], [-5.827, -0.993, -4.447], [-4.886, -2.409, -4.946], [-4.559, 0.448, -5.982], [-4.497, -1.161, -7.838], [-3.268, -2.105, -7.004], [-3.005, 0.794, -7.940], [-2.171, -0.580, -8.637], [0.060, 0.350, -8.151], [1.392, 0.404, -4.093], [-4.253, -0.716, -3.232], [1.221, -5.575, -0.139], [0.474, -5.120, -1.315], [-0.931, -5.487, -1.142], [-1.527, -4.973, 0.088], [-0.723, -5.428, 1.225], [0.697, -5.073, 1.132], [0.894, -3.629, 1.255], [0.012, -2.701, -0.080], [0.632, -3.685, -1.529], [-1.649, -3.519, 0.052], [2.266, -5.274, -0.238], [1.178, -6.664, -0.117], [-0.995, -6.575, -1.119], [-1.506, -5.125, -1.996], [-0.797, -6.514, 1.274], [-1.135, -5.012, 2.146], [1.960, -3.393, 1.202], [0.539, -3.284, 2.229], [1.681, -3.455, -1.708], [0.075, -3.379, -2.418], [-2.255, -3.216, -0.805], [-2.165, -3.163, 0.940]], "forces_ev_per_angstrom": [[-0.1, -0.2, -0.3], [0.0, 0.0, 0.0], [-0.1, -0.1, -0.1], [0.0, 0.0, 0.0], [0.0, 0.0, 0.1], [0.0, 0.0, 0.0], [0.0, -0.1, 0.0], [0.2, 0.0, 0.1], [0.0, 0.0, 0.0], [0.0, -0.1, -0.2], [0.1, 0.1, 0.2], [-0.1, 0.0, -0.1], [0.0, 0.0, 0.0], [0.0, 0.0, 0.0], [0.1, 0.1, 0.0], [0.0, 0.0, 0.0], [-0.2, 0.0, 0.0], [0.1, 0.1, 0.2], [-0.1, -0.1, -0.1], [0.0, 0.0, 0.0], [0.0, 0.0, 0.0], [0.0, 0.1, 0.1], [0.0, 0.0, 0.0], [0.0, 0.0, 0.0], [0.0, 0.0, 0.0], [0.0, 0.0, 0.0], [0.0, 0.0, 0.0], [0.0, 0.0, 0.0], [0.0, 0.0, 0.0], [0.0, 0.0, 0.0], [0.0, -0.1, -0.1], [0.0, 0.0, 0.0], [0.0, 0.0, 0.0], [0.0, 0.0, 0.0], [0.0, 0.0, 0.0], [0.0, 0.0, 0.0], [0.0, 0.0, 0.0], [0.0, 0.0, 0.0], [0.0, 0.0, 0.0], [0.0, 0.0, 0.0], [0.0, 0.0, 0.0], [0.0, 0.0, 0.0], [0.0, 0.0, 0.0], [0.0, 0.0, 0.0], [0.0, 0.0, 0.0], [0.0, 0.0, 0.0], [0.1, 0.1, 0.1], [0.0, -0.1, 0.0], [0.0, 0.0, 0.0], [0.0, 0.0, 0.0], [0.0, 0.0, 0.0], [0.0, 0.0, -0.1], [0.0, 0.0, 0.0], [0.0, 0.0, 0.1], [0.0, 0.0, 0.0], [0.0, -0.1, 0.1], [0.1, 0.1, 0.1], [0.0, -0.1, -0.1], [0.0, 0.0, 0.0], [0.0, 0.0, -0.1], [-0.2, 0.0, 0.0], [0.0, 0.5, 0.0], [0.0, -0.2, 0.0], [0.1, 0.0, 0.1], [0.0, 0.0, 0.0], [0.0, 0.0, 0.0], [0.0, 0.0, 0.0], [0.0, 0.0, 0.0], [0.0, 0.0, 0.0], [0.0, 0.0, 0.0], [0.0, 0.0, 0.0], [0.0, 0.0, 0.0], [0.0, 0.0, 0.0], [0.0, 0.0, 0.0], [0.0, 0.0, 0.0], [0.0, 0.0, 0.0], [0.0, 0.1, 0.1], [0.0, -0.1, 0.0], [0.1, 0.0, 0.0], [0.0, 0.0, 0.0], [-0.1, 0.1, -0.1], [0.0, -0.1, 0.0], [0.1, 0.1, 0.1], [-0.1, 0.0, 0.0], [0.0, 0.0, 0.0], [0.0, 0.0, 0.0], [0.0, 0.0, 0.0], [0.0, 0.0, 0.0], [0.0, 0.0, 0.0], [0.0, 0.0, 0.0], [0.0, 0.0, 0.0], [0.0, 0.0, 0.0], [0.0, 0.0, 0.0], [0.0, 0.0, 0.0], [0.0, 0.0, 0.0], [0.0, 0.0, 0.0], [0.0, 0.0, 0.0]], "homo_lumo_gap_ev": 8.21, "total_energy_ha": -2790.27073, "total_charge": 1, "multiplicity": 1, "homo_ev": -10.80}